# 1
The following is a quantum chemistry calculation of a molecular structure, C10H36B2FeO12S2, from OMol25.

Output
Gap between HOMO and LUMO (spin up / spin down)   6.31 / 6.21 eV
HOMO (spin up / spin down)   -0.14 / -0.04 eV
Net charge   -3
Multiplicity   6

XYZ file:
```
63
C10H36B2FeO12S2 the ωB97M-V functional and the def2-TZVPD basis
Fe 25.11358 8.08419 -19.19855
S 25.77365 9.55460 -21.35212
O 26.18352 10.90166 -21.02616
O 24.41616 9.10336 -20.82048
O 25.87043 9.28304 -22.78250
O 26.57011 8.53522 -20.52432
S 26.24222 9.70335 -17.35990
O 27.23839 10.65666 -17.80934
O 24.96511 9.85702 -18.16756
O 26.53619 8.26176 -17.76434
O 25.99140 9.78742 -15.92437
B 25.11602 5.94270 -20.16357
H 24.71046 4.82730 -19.88397
H 24.18470 6.68054 -20.22526
H 25.85700 6.38110 -19.34409
H 25.62227 5.86123 -21.25679
B 23.27682 7.53529 -17.86808
H 24.39728 7.16718 -17.68417
H 22.98975 8.39946 -17.07960
H 23.08660 7.91761 -18.98492
H 22.47290 6.64122 -17.66863
C 24.26244 4.91277 -23.78133
O 24.72923 6.22988 -23.63389
H 23.59143 4.84032 -24.64274
H 25.08506 4.19496 -23.91142
H 23.67612 4.59612 -22.90790
H 25.01957 6.28225 -22.70516
C 28.36208 6.46392 -22.01801
C 28.76529 5.34173 -22.96905
C 29.94565 5.72836 -23.81895
O 29.21943 4.20862 -22.19792
H 29.26314 6.93393 -21.61184
H 27.75229 6.12222 -21.18471
H 27.81659 7.25457 -22.53941
H 27.88339 5.06126 -23.55318
H 30.72938 6.22355 -23.24201
H 29.64443 6.39251 -24.63209
H 30.43111 4.83171 -24.22054
H 28.47746 3.97060 -21.62610
C 21.63575 2.17105 -19.28607
C 22.09025 3.62171 -19.47297
C 21.13340 4.36604 -20.39044
O 22.09751 4.18467 -18.18362
H 20.68940 2.11000 -18.73566
H 22.37115 1.60237 -18.71396
H 21.44625 1.68069 -20.24698
H 23.09168 3.53207 -19.90590
H 21.33719 4.21027 -21.45411
H 21.21497 5.44155 -20.21811
H 20.09210 4.08641 -20.20008
H 22.53213 5.06279 -18.22165
C 28.02460 1.74850 -19.56311
C 27.21678 3.03014 -19.35124
C 27.97347 4.07502 -18.55687
O 26.92408 3.52354 -20.65678
H 29.04778 2.02372 -19.82622
H 27.56566 1.15159 -20.35099
H 28.02621 1.14135 -18.65352
H 26.28987 2.78643 -18.81924
H 28.64929 3.62397 -17.81874
H 27.30622 4.78456 -18.06948
H 28.64019 4.65850 -19.19745
H 26.18931 4.15721 -20.56270
```

# 2
The following is a quantum chemistry calculation of 8 unconnected molecules or ions with the total composition C10H36N12O10, from OMol25.

Output
Gap between HOMO and LUMO   9.43 eV
HOMO   -9.32 eV
SMILES string   NC(N)=O.NC(N)=O.NC(N)=O.NC(N)=O.NC(N)=O.NC(N)=O.OCCO.OCCO
Multiplicity   1

XYZ file:
```
68
C10H36N12O10 the ωB97M-V functional and the def2-TZVPD basis
N -2.20954 -0.77769 -4.22312
C -3.24270 0.02397 -4.19294
N -3.78874 0.26916 -3.05964
O -3.70833 0.51423 -5.17558
H -1.87384 -0.85953 -5.17217
H -1.92911 -1.20823 -3.35358
H -4.46818 1.00347 -2.92089
H -3.20965 -0.01921 -2.28401
N 3.69099 -3.20823 0.74068
C 2.89527 -4.23168 0.58682
N 1.64245 -3.87758 0.53271
O 3.17623 -5.41251 0.64899
H 3.37457 -2.25124 0.80505
H 4.67865 -3.41056 0.80145
H 0.97757 -4.61687 0.71018
H 1.49621 -3.10755 -0.10429
N 0.33095 3.97228 3.33256
C -0.76949 3.81804 4.00609
N -1.65304 3.25611 3.21818
O -0.88318 4.02217 5.14751
H 1.12517 4.21961 3.90539
H 0.40958 3.88646 2.32929
H -1.45586 2.99992 2.26131
H -2.46525 2.88714 3.69177
N -2.84175 -4.46236 -3.26339
C -2.59830 -4.68675 -2.00810
N -3.64657 -5.46417 -1.73391
O -1.59436 -4.51213 -1.37324
H -3.75608 -4.71372 -3.61113
H -2.00324 -4.19917 -3.76112
H -4.41575 -5.64978 -2.36161
H -3.50162 -5.81187 -0.79679
N -1.41794 4.60613 -1.34374
C -1.54519 3.29785 -1.06954
N -1.65912 2.61539 -2.15268
O -1.45107 2.85599 0.11947
H -1.15785 4.89961 -2.27450
H -1.17243 5.35056 -0.70683
H -1.60035 1.60951 -2.08310
H -1.33741 3.01622 -3.02212
N -0.96018 0.13726 0.61263
C -0.91191 -0.79684 -0.25885
N -0.50523 -1.90298 0.21544
O -1.25073 -0.60095 -1.44880
H -1.34885 1.06541 0.52558
H -0.29240 0.07357 1.36769
H -0.43761 -2.03924 1.21392
H -0.88863 -2.52597 -0.48097
O 3.03614 0.80461 -1.60938
C 2.05178 1.77267 -1.84322
C 2.34015 2.85294 -0.74818
O 2.35591 2.40066 0.52257
H 3.32264 0.86144 -0.69489
H 2.19604 2.16033 -2.85169
H 1.01663 1.43233 -1.81612
H 1.51914 3.56956 -0.77076
H 3.22703 3.45604 -0.94262
H 1.41858 2.22156 0.62714
O 4.32722 -0.54034 4.32544
C 2.91861 -0.44298 4.39367
C 2.14314 0.43390 3.40009
O 1.97132 -0.17003 2.17570
H 4.46869 -1.38223 4.76455
H 2.46563 -1.38370 4.70665
H 2.77747 0.13492 5.30703
H 2.66845 1.34051 3.09972
H 1.15166 0.72482 3.74711
H 2.77740 -0.30014 1.67082
```

Listing relative energy (zero: lowest compared OMol25 entry of this formula, charge and spin) for the structures above in their given order: 0.0, 529.7 kJ/mol.